(1)
Here is a cluster of 2 separate species, C5H16NO in total from the Open Molecules 2025 dataset. Energies are from ωB97M-V/def2-TZVPD.

- charge = +1
- HOMO energy (Eh) = -0.52322

Geometry (Å):
C  1.292  0.409  -0.371
C  0.143  -0.480  -0.710
C  -1.100  0.336  -1.148
C  -2.136  -0.529  -1.876
C  -1.714  1.147  0.006
N  2.229  -0.358  0.670
H  1.034  1.288  0.196
H  2.050  0.409  -1.150
H  -0.222  -1.044  0.169
H  0.284  -1.330  -1.376
H  -0.652  1.076  -1.811
H  -3.121  -0.597  -1.438
H  -1.671  -1.435  -2.280
H  -2.287  -0.086  -2.848
H  -1.213  1.056  0.972
H  -1.778  2.200  -0.245
H  -2.734  0.833  0.234
H  2.091  0.057  1.632
H  1.960  -1.326  0.784
H  3.197  -0.334  0.358
H  1.853  -0.009  3.971
H  0.979  -1.039  3.163
O  1.516  -0.243  3.098

(2)
Here is a cluster of 2 separate species, C5H16NO in total from the Open Molecules 2025 dataset. Energies are from ωB97M-V/def2-TZVPD.

- charge = +1
- HOMO energy (Eh) = -0.56051

Geometry (Å):
C  0.289  1.257  0.539
C  0.388  -0.007  -0.362
C  1.244  0.294  -1.588
C  -1.002  -0.370  -0.642
C  -1.221  -1.545  -1.588
N  1.108  1.377  1.772
H  0.666  2.216  0.051
H  -0.790  1.392  0.692
H  0.936  -0.784  0.230
H  1.075  -0.376  -2.436
H  2.282  0.431  -1.326
H  0.877  1.166  -2.185
H  -1.554  0.495  -1.056
H  -1.581  -0.546  0.295
H  -0.988  -2.507  -1.102
H  -0.641  -1.439  -2.513
H  -2.217  -1.463  -2.034
H  1.147  2.295  2.222
H  1.998  0.883  1.632
H  0.668  0.837  2.559
H  -1.486  -1.230  2.707
H  -0.668  -1.250  1.590
O  -0.531  -1.123  2.545

(3)
Here is a cluster of 2 separate species, C5H16NO in total from the Open Molecules 2025 dataset. Energies are from ωB97M-V/def2-TZVPD.

- charge = +1
- HOMO energy (Eh) = -0.55304

Geometry (Å):
C  0.180  0.323  -1.731
C  -0.079  -0.783  -0.694
C  0.848  -0.800  0.500
C  2.259  -0.990  0.005
C  0.657  0.251  1.494
N  -1.476  -0.641  -0.177
H  1.262  0.354  -1.863
H  -0.145  1.260  -1.392
H  -0.256  -0.124  -2.645
H  -0.162  -1.721  -1.239
H  0.589  -1.786  1.061
H  2.831  -1.338  0.811
H  2.662  -0.067  -0.458
H  2.490  -1.717  -0.809
H  1.305  0.034  2.297
H  -0.299  0.072  2.016
H  0.742  1.321  1.104
H  -1.545  0.152  0.476
H  -1.960  -1.400  0.230
H  -2.021  -0.296  -0.993
H  -1.728  2.352  1.487
H  -2.436  2.628  0.113
O  -1.773  2.095  0.450

Which one is most stable, and which one is least stable? (3) is the most stable of them, while (2) is the least stable.

(1)
Here is a cluster of 2 separate species, C4H11N2S in total from the Open Molecules 2025 dataset. Energies are from ωB97M-V/def2-TZVPD.

- charge = +1
- HOMO energy (Eh) = -0.47761

Geometry (Å):
C  0.135  -0.804  1.148
C  1.552  -0.570  1.390
C  -0.960  -0.410  0.270
C  -2.127  -1.296  0.212
N  -1.011  0.678  -0.509
N  1.727  1.752  -1.470
S  2.675  -1.533  2.310
H  -0.196  -1.720  1.789
H  1.956  0.243  0.885
H  -1.765  -2.284  0.540
H  -2.707  -1.302  -0.707
H  -2.766  -1.003  1.021
H  -1.810  0.975  -0.955
H  2.237  2.282  -0.824
H  1.613  2.400  -2.342
H  2.345  1.168  -2.056
H  -0.200  1.226  -0.689
H  1.857  -2.440  2.940

(2)
Here is a cluster of 2 separate species, C4H11N2S in total from the Open Molecules 2025 dataset. Energies are from ωB97M-V/def2-TZVPD.

- charge = +1
- HOMO energy (Eh) = -0.48768

Geometry (Å):
C  0.260  0.412  -0.103
C  -1.367  -1.330  -0.118
C  -2.070  0.980  0.277
C  2.093  -1.070  0.250
N  -0.970  0.054  0.039
N  0.783  1.606  -0.124
S  3.442  -0.064  0.008
H  -2.237  -1.535  0.504
H  -1.636  -1.530  -1.158
H  -0.557  -1.993  0.175
H  -2.741  1.007  -0.581
H  -2.626  0.635  1.150
H  -1.703  1.982  0.479
H  1.839  -1.267  1.276
H  1.842  -1.801  -0.496
H  1.797  1.686  -0.138
H  0.272  2.479  -0.128
H  3.580  -0.251  -1.311

(3)
Here is a cluster of 2 separate species, C4H11N2S in total from the Open Molecules 2025 dataset. Energies are from ωB97M-V/def2-TZVPD.

- charge = +1
- HOMO energy (Eh) = -0.44550

Geometry (Å):
C  -2.166  0.441  2.376
C  1.276  -1.826  -2.056
C  2.207  0.364  -2.959
C  1.703  -0.578  -1.863
N  -2.953  0.539  3.447
N  -1.053  1.024  2.132
S  0.079  0.894  0.912
H  -2.451  -0.369  1.613
H  -0.770  0.377  0.079
H  1.569  -2.367  -2.973
H  0.788  -2.462  -1.141
H  2.453  1.343  -2.397
H  1.355  0.576  -3.732
H  3.088  -0.154  -3.385
H  1.851  -0.124  -0.829
H  -3.674  -0.229  3.641
H  -2.747  1.054  4.227
H  -0.556  1.498  2.909

Which one is most stable, and which one is least stable? (1) is the most stable of them, while (3) is the least stable.

(1)
Here is an isolated molecule of C3H3NO3S from the Open Molecules 2025 dataset. Energies are from ωB97M-V/def2-TZVPD.

- charge = 0
- HOMO energy (Eh) = -0.35182
- SMILES = O=C(O)/C=N\OC=S

Geometry (Å):
C  -0.797  1.802  0.759
C  0.079  1.186  -0.409
C  0.578  -2.164  -0.644
H  -0.734  -0.013  1.432
H  0.383  1.806  -1.175
H  0.904  -1.880  -1.697
N  0.546  0.061  -0.854
O  -1.097  0.898  1.807
O  -1.066  2.930  0.543
O  0.519  -1.013  0.207
S  0.685  -3.613  0.030

(2)
Here is an isolated molecule of C3H3NO3S from the Open Molecules 2025 dataset. Energies are from ωB97M-V/def2-TZVPD.

- charge = 0
- HOMO energy (Eh) = -0.37373
- SMILES = C=NSC(=O)C(=O)O

Geometry (Å):
C  1.258  -1.573  0.215
C  0.458  -0.868  1.371
C  -1.292  1.826  -0.951
H  0.495  -0.407  -1.039
H  -1.955  2.481  -0.292
H  -1.272  2.012  -2.008
N  -0.604  0.863  -0.476
O  1.101  -1.128  -1.014
O  1.916  -2.503  0.521
O  0.552  -1.261  2.506
S  -0.658  0.558  1.167

(3)
Here is an isolated molecule of C3H3NO3S from the Open Molecules 2025 dataset. Energies are from ωB97M-V/def2-TZVPD.

- charge = 0
- HOMO energy (Eh) = -0.30407
- SMILES = Oc1[nH]oc(=S)c1O

Geometry (Å):
C  -0.883  -0.082  0.001
C  1.319  -0.428  0.091
C  0.278  0.598  0.080
H  -2.229  1.155  0.157
H  -1.195  -2.131  0.306
H  1.482  1.993  0.037
N  -0.592  -1.433  -0.151
O  -2.228  0.156  -0.231
O  0.719  -1.646  -0.052
O  0.486  1.947  -0.089
S  2.843  -0.128  -0.150

Which one is most stable, and which one is least stable? (2) is the most stable of them, while (1) is the least stable.

(1)
Here is a cluster of 2 separate species, C5H5F3 in total from the Open Molecules 2025 dataset. Energies are from ωB97M-V/def2-TZVPD.

- charge = 0
- HOMO energy (Eh) = -0.31295
- SMILES = C=C1C=C1.FC(F)F

Geometry (Å):
C  1.861  0.652  0.264
C  2.128  1.921  0.591
C  1.913  -0.556  -0.538
C  0.854  -0.506  0.262
C  -2.662  -1.061  -0.220
F  -2.638  -0.750  -1.504
F  -3.916  -1.524  0.091
F  -2.327  0.113  0.458
H  1.542  2.470  1.420
H  2.982  2.518  0.262
H  2.279  -0.487  -1.550
H  -2.053  -1.736  0.008
H  0.038  -1.054  0.457

(2)
Here is a cluster of 2 separate species, C5H5F3 in total from the Open Molecules 2025 dataset. Energies are from ωB97M-V/def2-TZVPD.

- charge = 0
- HOMO energy (spin up / spin down) (Eh) = -0.34375 / -0.34380

Geometry (Å):
C  1.097  -0.895  -0.608
C  0.406  -0.247  0.207
C  1.308  -0.504  2.505
C  0.455  -0.234  3.479
C  -0.928  0.508  0.405
F  2.460  -1.214  2.535
F  0.681  -0.651  4.772
F  -0.689  0.485  3.389
H  0.874  -1.030  -1.677
H  1.998  -1.344  -0.371
H  -1.500  0.286  -0.457
H  -1.266  0.044  1.361
H  -0.910  1.644  0.353

Which one is most stable, and which one is least stable? (1) is the most stable of them, while (2) is the least stable.